# 1
Below is a single C4H4N2 molecule at a distorted geometry, with properties calculated with the ωB97M-V functional and the def2-TZVPD basis.

Each line ends with the Löwdin charge.
Positions of all 10 atoms, in Å:
N: -1.019 -1.071 -0.102  0.06
C: -0.368 0.056 0.422  -0.41
C: 1.078 0.045 0.171  -0.12
C: 2.275 0.011 0.049  0.14
C: -0.796 1.605 -1.078  -0.01
N: -1.072 1.551 0.082  -0.02
H: -0.872 -1.236 -1.092  0.10
H: -2.003 -1.101 0.126  0.09
H: -0.563 0.148 1.479  0.13
H: 3.341 -0.007 -0.055  0.04

Calculated values
Kohn-Sham gap = 0.399 Eh
HOMO = -10.3491 eV

***

# 2
Below is a single C4H4N2O molecule at a distorted geometry, with properties calculated with the ωB97M-V functional and the def2-TZVPD basis.

Each line ends with the Löwdin charge.
Positions of all 11 atoms, in Å:
O: 2.442 0.450 0.076  0.00
C: 1.453 -0.451 -0.146  -0.13
C: 0.131 -0.192 -0.151  -0.22
C: -0.679 1.184 -0.144  -0.05
N: -1.984 0.957 0.033  0.04
C: -2.052 -0.517 -0.010  -0.20
N: -0.922 -1.165 -0.030  0.05
H: 3.374 -0.025 0.111  0.18
H: 1.702 -1.501 0.036  0.13
H: -0.446 2.224 -0.035  0.09
H: -3.020 -0.963 0.260  0.10

Calculated values
Kohn-Sham gap = 0.331 Eh
HOMO = -9.3540 eV
Structure (SMILES) = O/C=C1\C=NC=N1

***

# 3
Below is a molecular structure, C4H4N2O at a distorted geometry, with properties calculated with the ωB97M-V functional and the def2-TZVPD basis.

Each line ends with the Löwdin charge.
Positions of all 11 atoms, in Å:
N: -3.094 0.218 -0.355  0.15
C: -1.986 0.465 -0.591  -0.18
C: -0.563 0.624 -0.886  -0.24
O: 0.208 1.187 0.082  -0.12
C: 0.995 0.157 0.892  -0.08
C: 0.836 -1.150 0.221  -0.32
N: 1.352 -2.145 0.559  0.22
H: -0.332 0.897 -1.922  0.13
H: -0.077 -0.776 -0.809  0.17
H: 2.055 0.441 0.891  0.13
H: 0.606 0.083 1.918  0.14

Calculated values
Kohn-Sham gap = 0.339 Eh
HOMO = -10.3472 eV

***

# 4
Below is a single C4H4N2O molecule at a distorted geometry, with properties calculated with the ωB97M-V functional and the def2-TZVPD basis.

Each line ends with the Löwdin charge.
Positions of all 11 atoms, in Å:
C: -0.327 0.070 -2.224  -0.33
C: -1.500 0.784 0.945  0.09
C: -0.356 0.098 0.304  -0.59
C: 1.174 0.273 0.579  0.00
N: -0.500 -0.179 -1.057  0.19
N: -1.227 -0.456 1.238  0.08
O: -0.219 0.104 -3.352  0.19
H: 1.412 0.834 1.474  0.07
H: 1.430 -0.722 0.846  0.06
H: 1.752 0.553 -0.275  0.07
H: -1.640 -1.360 1.523  0.16

Calculated values
Kohn-Sham gap = 0.365 Eh
HOMO = -9.1971 eV

***

# 5
Below is a single C4H4N2O molecule at a distorted geometry, with properties calculated with the ωB97M-V functional and the def2-TZVPD basis.

Each line ends with the Löwdin charge.
Positions of all 11 atoms, in Å:
C: 0.369 -1.368 0.919  0.10
C: 0.285 -0.559 -0.177  -0.33
C: 0.606 -0.981 -1.505  -0.16
N: 0.915 -1.052 -2.639  0.18
N: 0.080 0.816 -0.290  0.07
C: -0.631 1.592 0.547  -0.33
O: -1.195 2.559 0.064  0.04
H: 0.653 -2.353 0.687  0.05
H: -0.031 -1.152 1.908  0.07
H: -0.340 1.121 -1.179  0.16
H: -0.711 1.378 1.666  0.16

Calculated values
Kohn-Sham gap = 0.356 Eh
HOMO = -9.9597 eV
Structure (SMILES) = C=C(C#N)NC=O

***

# 6
Below is a single C4H4N2O molecule at a distorted geometry, with properties calculated with the ωB97M-V functional and the def2-TZVPD basis.

Each line ends with the Löwdin charge.
Positions of all 11 atoms, in Å:
N: 0.352 -1.175 2.316  0.16
C: 0.573 -0.278 1.621  -0.18
C: 0.885 0.863 0.731  -0.20
O: -0.246 1.401 0.097  -0.10
C: -0.726 0.691 -0.991  -0.15
C: -0.933 -0.610 -1.018  -0.16
N: -1.211 -1.806 -1.058  0.16
H: 1.631 0.532 -0.004  0.13
H: 1.314 1.666 1.337  0.13
H: -0.966 1.305 -1.851  0.12
H: -0.452 -2.410 -1.377  0.08

Calculated values
Kohn-Sham gap = 0.352 Eh
HOMO = -9.0677 eV
Structure (SMILES) = N#CCOC=C=N